(1)
11
Properties=species:S:1:pos:R:3:forces:R:3:lowdin_charge:R:1 method="wB97M-V/def2-TZVPD" e_above_lowest_kcal_mol=39.7 total_energy_ev=-8312.7859 lumo_energy_ha=0.015 orbital_gap_ev=11.2 largest_force_ev_per_a=4.837 charge=0 smiles="CC(=O)O.O"
O -1.0120 1.4493 0.0658 -0.785 0.973 0.080 0.14
C 0.0594 1.1434 0.4428 0.341 -3.558 -1.006 -0.49
O 0.4118 -0.2590 0.5634 0.609 0.791 0.253 0.00
C 1.3144 1.8765 0.6316 1.583 1.535 -0.259 -0.01
H -0.1011 -0.9783 0.1381 -0.508 1.497 0.189 0.09
H 1.4322 2.7653 1.2128 -1.712 1.661 -0.306 0.08
H 1.9234 2.0386 -0.2808 -0.832 -0.327 0.209 0.12
H 1.9625 1.4363 1.3091 1.251 -2.518 0.810 0.06
H -0.2780 -3.1366 -2.1532 -2.623 -0.725 2.524 0.12
H -0.4760 -3.1562 -0.6338 1.166 0.202 2.077 -0.03
O -0.9881 -3.3264 -1.3840 1.511 0.469 -4.571 -0.08

---

(2)
54
Properties=species:S:1:pos:R:3:forces:R:3:lowdin_charge:R:1 method="wB97M-V/def2-TZVPD" e_above_lowest_kcal_mol=29.5 total_energy_ev=-48731.0477 lumo_energy_ha=0.015 orbital_gap_ev=8.6 largest_force_ev_per_a=1.281 charge=0 smiles="COCCCNC(=O)CSc1nc2ccccc2c(=O)n1Cc1ccc2c(c1)OCO2"
C -0.5071 -1.7286 2.4021 -0.063 -0.142 -0.013 -0.09
H 0.3081 -2.4565 2.3293 -0.018 -0.017 0.002 0.09
O -0.1241 -0.4598 1.9288 -0.086 0.176 -0.203 -0.22
C 0.7855 0.2209 2.7737 0.256 0.091 0.304 -0.21
C 2.2276 -0.2940 2.6940 -0.302 0.144 -0.364 -0.14
C 2.8798 0.0257 1.3495 0.211 -0.111 0.261 -0.16
N 2.2018 -0.6288 0.2566 -0.224 0.134 0.350 0.07
C 2.8379 -1.4051 -0.6358 -0.399 -0.012 -0.250 -0.56
O 4.0239 -1.6553 -0.5998 0.433 -0.167 -0.065 0.06
C 1.9373 -1.9586 -1.7349 -0.056 0.170 -0.215 -0.33
H 1.2168 -2.6790 -1.3426 0.144 -0.033 -0.028 0.07
H 2.5535 -2.4104 -2.5102 -0.023 0.034 0.096 0.09
S 0.9499 -0.6395 -2.4984 0.293 -0.091 -0.240 1.07
C -0.6271 -0.9607 -1.7864 0.400 -0.755 0.145 -0.56
N -0.8134 -2.0864 -1.1945 0.330 0.042 -0.060 0.10
C -2.0530 -2.3640 -0.6920 -0.634 0.308 0.018 -0.24
C -2.2893 -3.6062 -0.0904 -0.133 0.026 -0.019 -0.03
C -3.5341 -3.8921 0.4207 0.152 -0.031 -0.029 -0.07
C -4.5666 -2.9565 0.3513 -0.143 0.138 -0.002 -0.07
C -4.3511 -1.7336 -0.2420 0.002 0.035 -0.010 0.00
C -3.0967 -1.4266 -0.7731 0.137 -0.461 0.182 -0.07
C -2.8629 -0.1461 -1.4260 -0.105 0.069 -0.054 -0.36
O -3.6856 0.7362 -1.5544 -0.123 0.010 0.085 0.09
N -1.5667 0.0106 -1.9423 -0.218 0.029 0.054 0.01
C -1.2618 1.2415 -2.6464 -0.110 0.451 -0.245 -0.12
C -0.2269 2.0960 -1.9593 0.099 0.243 -0.059 -0.25
C 0.6417 2.8520 -2.7324 -0.276 -0.141 0.089 -0.05
C 1.5890 3.6985 -2.1657 0.164 0.174 0.365 0.02
C 1.6322 3.7548 -0.7947 -0.395 -0.360 0.148 -0.20
C 0.7653 2.9934 -0.0111 0.285 0.254 -0.410 -0.19
C -0.1726 2.1569 -0.5632 0.116 0.184 0.170 0.06
H -0.8332 1.5771 0.0611 -0.118 -0.123 0.115 0.13
O 1.0265 3.2364 1.3153 -0.343 -0.279 -0.268 0.00
C 2.0583 4.2006 1.3364 0.490 0.556 1.045 -0.16
O 2.4531 4.4933 0.0159 0.037 -0.047 -0.485 0.04
H 2.9185 3.8073 1.9014 -0.189 0.024 -0.187 0.14
H 1.6939 5.1183 1.8267 0.023 -0.211 -0.177 0.14
H 2.2608 4.2830 -2.7704 0.104 0.084 -0.095 0.12
H 0.5837 2.7838 -3.8073 0.003 -0.049 -0.164 0.12
H -0.9307 1.0001 -3.6611 -0.078 0.053 0.054 0.12
H -2.2118 1.7874 -2.7016 0.240 -0.193 -0.092 0.14
H -5.1326 -0.9927 -0.3166 -0.079 0.050 0.004 0.12
H -5.5358 -3.1972 0.7606 -0.086 -0.003 0.027 0.10
H -3.7151 -4.8518 0.8820 -0.007 -0.083 0.038 0.11
H -1.4819 -4.3200 -0.0432 0.107 -0.059 -0.001 0.12
H 1.1968 -0.5205 0.2346 0.075 -0.112 -0.154 0.10
H 2.8614 1.1095 1.1861 0.079 0.001 0.032 0.11
H 3.9179 -0.3159 1.3307 -0.127 0.124 -0.011 0.12
H 2.2501 -1.3719 2.8624 0.069 -0.031 0.076 0.11
H 2.8044 0.1833 3.4869 0.019 0.003 0.078 0.12
H 0.4320 0.1587 3.8130 -0.031 0.033 -0.077 0.12
H 0.7481 1.2653 2.4546 0.046 -0.094 0.135 0.11
H -1.3341 -2.0603 1.7779 0.042 -0.043 0.103 0.07
H -0.8415 -1.6721 3.4443 0.010 0.008 0.000 0.09

---

(3)
20
Properties=species:S:1:pos:R:3:forces:R:3:lowdin_charge:R:1 method="wB97M-V/def2-TZVPD" e_above_lowest_kcal_mol=115.1 total_energy_ev=-22243.4685 lumo_energy_ha="-0.174 / -0.205" orbital_gap_ev="5.9 / 6.9" largest_force_ev_per_a=4.548 charge=+1 spin_multiplicity=3
C -0.6448 1.4435 1.7325 -0.754 0.135 -1.898 -0.02
C -1.1380 1.6884 0.4938 0.001 1.736 0.134 -0.02
C 0.5605 -2.2472 -0.7307 -1.489 -1.321 1.019 -0.31
C -0.1192 -1.2344 -1.3921 -0.220 -0.866 -1.905 -0.38
C -0.5541 -0.0905 -0.8286 1.316 -1.315 0.883 0.00
C 0.4381 0.5999 2.0262 0.413 -1.790 -0.714 -0.44
C 0.5804 -0.6155 1.4692 0.263 -2.172 -0.501 -0.30
C -0.2680 -1.4081 -2.9360 0.781 1.760 1.231 -0.03
N -0.9025 1.1437 -0.7874 -0.219 0.827 0.998 0.09
N 1.3968 1.1895 2.7279 0.607 3.187 3.187 0.14
S 0.7742 -2.1796 1.0058 -0.016 1.524 -0.033 1.07
H -0.7651 2.2227 2.4478 -0.857 0.404 0.449 0.12
H -1.6795 2.6207 0.4835 -0.417 0.030 -0.531 0.13
H 0.6224 -3.3255 -1.1653 0.296 2.194 0.792 0.13
H -1.2917 -0.9828 -3.2816 2.168 -0.605 0.229 0.12
H 0.7263 -0.8038 -3.1546 -2.321 -1.358 -1.102 0.14
H -0.1949 -2.4895 -3.0821 0.108 0.424 -0.731 0.07
H -0.7529 1.7738 -1.5931 -0.675 -0.184 0.494 0.20
H 1.1164 2.0325 3.3602 0.620 -1.978 -1.941 0.18
H 2.0955 0.6619 3.2047 0.394 -0.633 -0.059 0.11

---

(4)
53
Properties=species:S:1:pos:R:3:forces:R:3:lowdin_charge:R:1 method="wB97M-V/def2-TZVPD" e_above_lowest_kcal_mol=0.0 total_energy_ev=-137288.2263 lumo_energy_ha=-0.055 orbital_gap_ev=7.3 largest_force_ev_per_a=0.543 charge=0
Rh 1.1946 -0.2665 -0.7954 0.117 0.002 0.132 0.99
C -1.7881 -3.4241 -1.7138 0.011 -0.026 0.007 0.00
C -1.8881 -2.7115 -0.4023 0.061 -0.067 0.037 -0.26
N -3.0257 -2.7490 0.2565 -0.003 -0.002 0.014 0.13
C -3.1361 -2.1019 1.4278 -0.004 -0.022 0.011 -0.09
C -2.1117 -1.3946 2.0043 -0.001 0.038 -0.010 -0.16
C -2.3139 -0.6928 3.3140 -0.002 0.001 -0.004 -0.20
O -2.0588 0.7003 3.1240 0.012 0.005 0.006 -0.05
C -0.8839 -1.3248 1.3142 -0.012 0.130 -0.063 -0.08
C 0.2329 -0.6071 1.9008 0.008 -0.309 0.061 -0.01
N 1.2632 -0.2472 1.2316 -0.232 0.476 -0.123 -0.04
C 2.3996 0.3620 1.8320 0.072 -0.094 0.010 -0.31
C 2.3308 1.1268 2.9866 0.001 0.077 0.002 -0.02
C 3.4780 1.7117 3.4970 -0.001 -0.015 -0.003 -0.06
C 4.6974 1.5427 2.8613 -0.006 -0.024 -0.010 -0.06
C 4.7799 0.7834 1.7026 0.008 -0.011 0.046 -0.13
C 3.6322 0.2021 1.2057 0.003 -0.068 0.032 -0.57
I 3.6889 -0.9420 -0.5529 0.034 -0.112 0.069 1.31
C -0.7541 -1.9986 0.0874 0.075 -0.092 0.200 -0.28
O 0.3635 -2.0435 -0.6139 -0.175 0.136 -0.279 -0.18
H -2.6861 -4.0166 -1.8683 -0.001 0.001 -0.004 0.08
H -0.9043 -4.0611 -1.7472 -0.009 -0.007 0.004 0.09
H -1.6872 -2.7061 -2.5303 0.015 0.003 0.000 0.08
H -4.1016 -2.1627 1.9179 -0.006 0.010 -0.012 0.11
H -1.6384 -1.0985 4.0782 -0.012 -0.010 0.000 0.12
H -3.3375 -0.8653 3.6538 -0.003 0.015 -0.004 0.12
H -2.3081 1.1744 3.9238 0.000 -0.002 0.001 0.09
H 0.2047 -0.4070 2.9679 0.067 -0.123 0.016 0.13
H 1.3733 1.3128 3.4562 -0.002 0.003 -0.015 0.12
H 3.4098 2.3308 4.3807 0.005 0.002 0.000 0.11
H 5.5853 2.0235 3.2473 0.001 0.001 -0.001 0.11
H 5.7226 0.6710 1.1858 -0.003 0.009 -0.006 0.11
F 2.9083 3.6483 1.0320 0.010 0.060 -0.032 -0.53
Te 2.8141 3.7212 -0.9186 0.092 -0.160 0.048 1.95
F 1.8629 1.6791 -0.8351 -0.304 0.075 -0.118 -0.61
F 4.2895 2.5986 -0.7487 0.018 -0.005 -0.025 -0.43
F 4.0000 5.1792 -0.9228 -0.013 -0.008 0.013 -0.48
F 3.1305 3.4348 -2.7932 0.052 0.076 -0.003 -0.53
O -0.5990 0.7508 -0.8729 0.278 0.072 -0.093 -0.07
Br -4.8609 -0.6566 -4.8962 0.001 -0.004 0.001 0.76
C -3.5061 -0.2265 -3.6496 0.010 -0.007 -0.014 -0.67
C -3.8645 0.1548 -2.3657 -0.008 0.008 0.016 -0.10
C -2.8653 0.4792 -1.4662 -0.007 0.002 0.001 0.00
C -1.5449 0.4026 -1.8661 -0.101 -0.074 0.091 -0.22
C -1.1609 -0.0169 -3.1289 0.011 -0.008 0.002 -0.06
C -2.1811 -0.3106 -4.0314 -0.020 -0.027 0.013 -0.06
C 0.2640 -0.2364 -3.6326 -0.021 -0.153 0.015 -0.55
O 0.4183 -0.3839 -4.8252 0.019 0.073 -0.017 0.09
O 1.2377 -0.3066 -2.7794 0.090 0.087 -0.022 -0.17
H -4.9042 0.1974 -2.0746 0.001 -0.003 0.004 0.11
H -3.0924 0.7810 -0.4516 -0.001 -0.001 0.000 0.13
H -0.1854 1.6099 -1.0804 -0.125 0.066 0.008 0.13
H -1.8938 -0.6203 -5.0262 0.001 0.006 -0.001 0.12

---

(5)
78
Properties=species:S:1:pos:R:3:forces:R:3:lowdin_charge:R:1 method="wB97M-V/def2-TZVPD" total_energy_ev=-64081.2926 lumo_energy_ha=-0.005 orbital_gap_ev=6.0 largest_force_ev_per_a=6.466 charge=0
Zr -0.6433 -0.6072 -0.8100 0.837 -1.498 3.079 0.99
Si -3.0352 0.2272 -0.3600 -0.128 0.480 -0.604 0.41
P -1.7332 -2.2885 -2.5095 -0.989 -0.215 -0.977 0.71
N -0.1107 0.6749 -2.0129 -0.384 -0.816 -0.623 -0.29
H -0.1916 -3.5583 1.0286 -3.090 -0.636 -5.644 0.06
C -0.8101 -3.6638 -3.2537 0.274 0.016 0.221 -0.27
H -1.4373 -4.1948 -3.9630 -0.042 -0.091 -0.138 0.04
H -0.4865 -4.3465 -2.4663 0.005 -0.036 -0.065 0.04
H 0.0719 -3.2688 -3.7608 -0.023 -0.069 -0.011 0.05
C -3.3142 -3.0906 -2.0437 0.059 -0.120 0.107 -0.26
H -3.6568 -3.6943 -2.8975 0.002 0.153 0.267 0.05
H -4.0737 -2.3354 -1.7951 0.287 -0.193 -0.082 0.03
H -3.1576 -3.7405 -1.1717 -0.059 0.172 -0.202 0.04
C -2.2254 -1.3210 -3.9895 0.092 -0.024 -0.049 -0.27
H -2.6760 -1.9992 -4.7286 0.069 0.214 0.125 0.05
H -1.3312 -0.8419 -4.4151 -0.294 -0.106 0.125 0.04
H -2.9441 -0.5368 -3.7116 0.264 -0.251 -0.036 0.03
C -4.2228 -0.4491 0.8865 -0.488 0.052 0.216 -0.34
H -3.7955 -0.4507 1.8962 -0.107 -0.118 -0.234 0.01
H -4.5553 -1.4585 0.6158 -0.018 0.191 0.202 0.01
H -5.0705 0.2513 0.8431 -0.025 -0.404 0.269 0.02
H -2.6552 1.5878 0.1629 -0.237 0.215 -0.136 -0.08
H -3.7938 0.3152 -1.6502 -0.267 0.428 0.052 -0.09
C 0.1096 1.6130 -2.9603 -0.006 -0.247 0.754 -0.45
C 1.6529 2.7350 -4.3913 -0.729 0.429 -0.120 -0.10
C 1.3595 1.6344 -3.5841 -0.245 1.542 -0.746 -0.07
C -0.9067 2.5502 -3.1768 0.570 0.702 -0.525 -0.05
C -0.6117 3.6444 -3.9771 0.253 0.220 -0.434 -0.10
C 0.6623 3.7402 -4.5789 0.520 0.117 -0.218 -0.12
H 2.6409 2.8292 -4.8652 -0.549 0.024 0.170 0.10
H 2.0742 0.8576 -3.3728 0.110 -0.128 0.064 0.10
H -1.8550 2.4341 -2.6549 0.234 0.025 -0.094 0.10
H -1.3695 4.4357 -4.1334 0.600 -0.509 0.030 0.10
H 0.9096 4.6190 -5.2091 -0.235 -0.679 0.488 0.09
C -0.9904 -2.8764 1.4853 1.488 -2.731 -2.142 -0.66
O -1.2736 -1.6502 1.1056 0.651 2.348 -1.547 -0.41
C 0.3877 -3.2120 2.1141 -0.320 2.403 5.142 -0.08
H 0.1896 -4.1295 2.6331 0.574 -0.338 0.840 0.10
H 0.5798 -2.3349 2.7074 0.577 0.126 1.684 0.06
H 1.2699 -3.2694 1.5339 0.906 -0.279 -1.269 0.06
C -2.1377 -3.7030 1.8926 -1.026 -1.400 2.241 -0.08
H -1.9118 -4.7910 1.7140 -0.460 0.902 0.297 0.08
H -3.1493 -3.4596 1.4417 1.474 -0.048 0.216 0.08
H -2.2490 -3.5617 3.0240 -0.411 -0.363 -1.021 0.09
C 5.6586 -0.2484 1.2290 -0.298 -0.026 -0.013 -0.08
C 4.7813 -1.2479 0.7947 0.045 0.007 0.072 -0.08
C 3.4107 -0.9980 0.7052 0.081 0.586 0.187 -0.09
C 2.9065 0.2666 1.0674 0.523 -0.511 0.108 -0.38
C 3.7918 1.2592 1.5262 0.032 -0.260 -0.058 -0.09
C 5.1621 1.0070 1.5910 -0.159 -0.165 -0.026 -0.07
P 1.1056 0.5251 1.0309 0.531 0.868 0.481 1.05
C 0.5825 0.2872 2.7636 0.094 -0.039 0.618 -0.36
C -0.7892 0.3631 3.0585 0.088 -0.113 -0.079 -0.13
C -1.2818 -0.0928 4.2751 0.126 0.192 0.247 -0.07
C -0.3980 -0.5539 5.2566 0.095 -0.017 -0.171 -0.08
C 0.9771 -0.5669 5.0058 -0.090 0.087 -0.071 -0.08
C 1.4689 -0.1566 3.7622 -0.403 0.108 -0.165 -0.09
C 1.0584 2.3321 0.7333 -0.317 0.190 -0.267 -0.37
C 0.1527 3.1568 1.4070 0.145 -0.069 -0.224 -0.08
C 0.0165 4.4904 1.0206 0.107 0.052 -0.145 -0.08
C 0.7619 4.9947 -0.0488 -0.145 -0.259 0.176 -0.08
C 1.6498 4.1650 -0.7353 0.106 -0.052 0.063 -0.07
C 1.8130 2.8420 -0.3386 -0.279 -0.074 0.118 -0.11
H 6.7262 -0.4527 1.3019 -0.257 0.033 -0.057 0.10
H 5.1653 -2.2368 0.5414 -0.069 0.281 0.017 0.10
H 2.7185 -1.7789 0.3741 0.288 0.239 0.071 0.09
H 3.4130 2.2336 1.8403 0.057 -0.310 -0.153 0.12
H 5.8354 1.7918 1.9405 -0.170 -0.265 -0.104 0.11
H -1.4841 0.7702 2.3213 0.137 -0.344 0.117 0.08
H -2.3601 -0.0838 4.4617 0.416 0.041 -0.047 0.11
H -0.7852 -0.9026 6.2174 0.150 0.093 -0.325 0.10
H 1.6725 -0.9123 5.7746 -0.235 0.116 -0.252 0.10
H 2.5379 -0.1930 3.5521 -0.262 -0.081 0.112 0.10
H -0.4592 2.7392 2.2093 0.226 0.304 -0.205 0.09
H -0.6921 5.1314 1.5435 0.171 -0.120 -0.116 0.10
H 0.6343 6.0276 -0.3623 0.012 -0.158 0.061 0.10
H 2.2085 4.5446 -1.5929 -0.161 -0.106 0.257 0.11
H 2.5074 2.1818 -0.8685 -0.299 0.311 0.101 0.11

---

(6)
12
Properties=species:S:1:pos:R:3:forces:R:3:lowdin_charge:R:1 method="wB97M-V/def2-TZVPD" e_above_lowest_kcal_mol=56.9 total_energy_ev=-7326.8184 lumo_energy_ha=0.029 orbital_gap_ev=9.4 largest_force_ev_per_a=1.526 charge=0 smiles="CCc1cc1=O"
C 1.1717 -0.9141 -0.7149 0.079 -0.040 -0.056 -0.09
C 0.9448 0.3871 0.0701 0.017 0.107 -0.005 -0.19
C -0.5094 0.6306 0.1659 -0.115 -0.263 0.182 -0.08
C -1.6882 1.2925 0.2550 -0.466 -0.733 0.670 0.16
C -1.6586 -0.0626 0.6006 -0.161 -0.447 0.104 -0.43
O -2.2283 -1.0189 1.0815 0.104 -0.283 -0.124 0.04
H 0.6894 -1.7583 -0.2091 0.077 0.212 -0.074 0.09
H 0.7513 -0.8499 -1.7237 0.109 0.043 0.136 0.08
H 2.2405 -1.1232 -0.7985 -0.109 0.002 -0.006 0.07
H 1.5358 1.2232 -0.3092 -0.143 -0.024 -0.038 0.11
H 1.2315 0.2136 1.1172 0.152 0.110 -0.166 0.13
H -2.4804 1.9801 0.4649 0.453 1.317 -0.623 0.11